Record 1
A 4-piece molecular cluster, C16H44N4O4 overall at a distorted geometry, computed with ωB97M-V/def2-TZVPD.

Structure (ORCA input):
```
! RIJCOSX wB97M-V def2-TZVPD def2/J DEFGRID3
* xyz 0 1
C -5.876 9.992 24.174
C -6.622 9.830 22.842
C -6.821 8.336 22.506
O -7.802 8.262 21.499
C -8.302 6.959 21.225
N -7.924 10.489 22.994
H -5.256 10.885 24.222
H -5.282 9.110 24.440
H -6.606 10.025 24.985
H -5.998 10.207 22.017
H -7.222 7.899 23.432
H -5.870 7.872 22.232
H -8.829 6.476 22.050
H -7.466 6.391 20.815
H -9.055 7.132 20.456
H -7.697 11.490 23.072
H -8.428 10.358 22.122
C -2.123 16.513 18.120
C -3.290 17.431 18.460
C -3.392 17.772 19.964
O -3.456 16.518 20.634
C -3.508 16.658 22.036
N -3.273 18.689 17.667
H -2.209 15.582 18.677
H -1.181 16.939 18.490
H -2.056 16.436 17.036
H -4.204 16.843 18.338
H -4.286 18.388 20.137
H -2.599 18.427 20.355
H -2.558 16.758 22.571
H -3.936 15.702 22.366
H -4.191 17.405 22.455
H -2.282 18.878 17.514
H -3.577 18.412 16.732
C -5.688 13.498 21.761
C -6.634 14.479 22.463
C -7.219 15.543 21.531
O -8.100 16.361 22.281
C -7.433 17.412 22.977
N -7.661 13.603 23.127
H -4.991 14.043 21.110
H -6.301 12.965 21.025
H -5.192 12.782 22.405
H -6.101 15.015 23.254
H -7.755 15.149 20.665
H -6.368 16.109 21.129
H -7.176 17.054 23.980
H -8.084 18.273 23.122
H -6.533 17.695 22.433
H -7.890 14.063 24.012
H -8.516 13.816 22.603
C -11.623 17.008 26.182
C -10.274 16.403 26.570
C -9.673 15.486 25.500
O -8.493 14.848 25.939
C -8.671 13.986 27.055
N -9.343 17.450 27.006
H -11.995 17.645 26.987
H -12.348 16.190 26.145
H -11.661 17.586 25.258
H -10.534 15.757 27.417
H -9.382 16.026 24.595
H -10.417 14.774 25.110
H -7.779 13.378 27.178
H -9.586 13.405 26.938
H -8.735 14.581 27.973
H -9.546 18.292 26.487
H -8.399 17.105 26.866
*
```

Output
Strongest force on any atom (eV/A): 1.865
LUMO level (eV): 0.75
Relative energy (zero: lowest compared OMol25 entry of this formula, charge and spin) (kJ/mol): 90.7
SMILES: COC[C@H](C)N.COC[C@H](C)N.COC[C@H](C)N.COC[C@H](C)N

Record 2
A 2-piece molecular cluster, C3H7NO2 overall, computed with ωB97M-V/def2-TZVPD.

Structure (ORCA input):
```
! RIJCOSX wB97M-V def2-TZVPD def2/J DEFGRID3
* xyz 0 1
C 0.486 -2.550 1.968
C 0.471 1.739 -0.765
C -0.191 0.399 -0.776
O 0.871 -2.212 0.889
O -0.401 2.775 -1.111
N -1.406 0.334 -1.093
H -1.252 2.349 -1.306
H -1.820 -0.593 -1.092
H 0.920 -2.160 2.903
H -0.333 -3.274 2.108
H 0.450 -0.443 -0.500
H 1.321 1.715 -1.465
H 0.883 1.921 0.240
*
```

Output
Strongest force on any atom (eV/A): 0.629
LUMO level (eV): 0.45
Relative energy (zero: lowest compared OMol25 entry of this formula, charge and spin) (kJ/mol): 250.3
SMILES: [H]/N=C/CO.C=O

Number 1: Kohn-Sham gap 0.34531 hartree, highest occupied orbital energy -8.6 eV. Number 2: Kohn-Sham gap 0.38702 hartree, highest occupied orbital energy -10.1 eV.